Entry from the OMol25 dataset: a molecular structure, C30H64Ba2N3O7 (the ωB97M-V functional and the def2-TZVPD basis).

Results
- HOMO (alpha / beta): -15.05 / -15.04 eV
- Frontier orbital gap (alpha / beta): 1.534 / 1.534 eV
- E_LUMO (alpha / beta): -13.5 / -13.5 eV
- Net charge: +4
- Spin multiplicity: 2

Structure (XYZ):
```
106
Properties=species:S:1:pos:R:3:forces:R:3:mulliken_charge:R:1
Ba 0.5483 6.9554 2.9252 -0.11 -1.62 0.29 1.7800
Ba 0.0877 7.9818 -1.7017 -0.20 -1.36 -0.67 1.8747
O -0.2369 3.4347 -0.1540 -0.24 0.51 -2.08 -0.1626
C -0.0823 4.6070 0.3745 -0.55 1.42 -1.14 0.7097
O 0.1318 4.4722 1.5958 0.84 3.26 3.24 -0.9311
O -0.1589 5.6832 -0.2598 0.26 2.65 -0.72 -0.5661
H -0.0083 3.2353 0.7569 0.17 -4.97 1.12 0.0321
C -0.9024 3.7319 -5.1236 0.50 -1.28 1.88 -1.2192
C -0.4967 2.9655 -3.7676 -0.70 2.34 -0.92 0.2665
O 0.4009 3.8719 -3.1099 1.19 0.67 -0.06 -0.5623
H -1.3294 4.6821 -4.8027 -0.24 -0.05 -0.22 0.2408
H -1.6097 3.1348 -5.6992 0.00 0.22 -0.04 0.3667
H -0.0094 3.9396 -5.7130 -0.03 -0.20 0.03 0.3401
H -0.0764 1.9743 -3.9378 0.09 0.10 0.10 0.1871
H -1.3043 3.0052 -3.0365 -0.80 -1.04 -0.64 0.2034
H 0.3519 3.7606 -2.1576 0.01 -0.52 -0.10 0.2801
C -4.6153 -3.3696 -2.9229 1.29 0.77 1.63 -1.3395
C -3.2341 -2.9032 -3.4479 0.00 -0.22 -1.88 0.9702
C -3.4862 -1.8742 -4.5440 0.53 1.66 -1.24 -1.2823
C -3.9767 -0.4797 -4.1244 1.10 0.25 0.47 -0.9918
C -2.7893 0.1145 -3.3261 -0.07 0.69 0.18 -1.7135
C -2.3504 -0.7044 -2.0942 -0.38 0.96 -0.43 1.2800
N -2.3869 -2.1670 -2.4155 0.23 0.00 0.38 0.8405
O -1.7327 -2.9322 -1.4611 -0.99 1.15 -1.32 -0.2364
C -0.9685 -0.1785 -1.6682 0.06 -0.31 -0.20 -1.4239
C -3.3962 -0.3440 -0.9625 0.13 -1.34 -1.06 -1.3679
C -2.3977 -4.0965 -4.1038 -0.12 0.96 1.46 -1.5547
H -4.3903 -4.0774 -2.1251 -0.68 -0.63 -0.26 0.4553
H -5.2731 -3.7022 -3.7258 0.40 -0.31 0.13 0.4070
H -5.0811 -2.5214 -2.4211 -0.29 0.03 -0.14 0.3328
H -2.5273 -1.6573 -5.0147 0.31 -0.13 -0.04 0.3822
H -4.0667 -2.1652 -5.4194 -0.34 -0.99 0.54 0.5597
H -4.9392 -0.4780 -3.6128 0.16 -0.08 0.43 0.3864
H -4.1560 0.1572 -4.9906 0.16 -0.23 -0.20 0.4852
H -2.8798 1.1456 -2.9842 -1.15 0.03 0.58 0.5458
H -1.9086 0.3951 -3.9038 0.13 -1.25 -0.95 0.4915
H -0.4944 -0.6556 -0.8105 -0.26 -0.17 -0.03 0.2874
H -0.2694 -0.1809 -2.5045 0.03 -0.27 -0.01 0.5668
H -1.1291 0.8718 -1.4246 -0.03 0.03 0.13 0.1329
H -3.1346 -0.8522 -0.0344 -0.05 0.48 0.13 0.3799
H -3.4381 0.7452 -0.9594 0.24 -0.20 0.56 0.4081
H -4.3790 -0.6811 -1.2919 -0.09 -0.02 0.18 0.4233
H -3.0685 -4.7205 -4.6943 0.08 0.31 -0.15 0.4223
H -1.9389 -4.7325 -3.3468 -0.19 -0.02 0.11 0.3873
H -1.5752 -3.6587 -4.6696 -0.22 -0.17 -0.30 0.3667
H -2.5328 -3.1672 -0.9855 -0.13 -1.23 1.18 0.4245
C -1.2894 -0.6799 2.5021 0.23 -0.80 -0.15 -1.2830
C -1.6188 0.5279 3.2994 -0.39 3.03 2.00 1.8258
C -2.6352 0.4029 4.5023 0.46 -1.73 -0.08 -1.0634
C -2.0739 -0.3812 5.6892 1.91 3.01 0.67 -0.7512
C -0.7429 0.4351 6.2722 -1.30 -2.09 -2.22 -1.1272
C 0.2987 0.6228 5.0704 1.13 -0.09 0.83 1.3914
N -0.3970 1.2803 3.9253 -2.91 -1.04 1.66 0.1384
O 0.4298 1.8593 2.9833 0.89 -0.01 -0.86 -0.0832
C 1.4702 1.4768 5.5720 0.09 0.66 0.02 -1.9591
C 0.9546 -0.7328 4.6623 -0.66 -0.41 -0.07 -1.3460
C -2.2627 1.5340 2.3239 0.82 0.65 -0.81 -1.8757
H -0.4008 -0.4979 1.8976 0.01 0.16 -0.17 -0.0478
H -2.1431 -0.8092 1.8368 0.10 -0.61 -0.02 0.2657
H -1.0645 -1.5725 3.0860 -0.35 0.01 -0.05 0.3356
H -3.0352 1.3601 4.8370 0.36 0.18 -0.25 0.4378
H -3.4941 -0.2195 4.2513 -0.25 0.26 -0.88 0.3478
H -1.8089 -1.3923 5.3801 -0.03 0.02 0.36 0.3399
H -2.8009 -0.3505 6.5007 -0.01 -0.50 -0.10 0.4383
H -0.4503 -0.2660 7.0538 1.01 0.25 -0.12 0.3712
H -0.9691 1.3820 6.7624 -0.30 0.05 -0.36 0.4308
H 2.2917 1.5490 4.8592 0.04 -0.42 -0.07 0.3115
H 1.2576 2.5188 5.8108 -0.65 0.20 0.02 0.3715
H 1.8368 1.0591 6.5097 0.08 -0.21 -0.16 0.4842
H 0.1984 -1.4770 4.9122 0.33 -0.47 -0.51 0.2406
H 1.2518 -0.7668 3.6142 -0.58 0.14 -0.27 0.0976
H 1.8904 -1.0715 5.1068 -0.15 0.62 0.89 0.4427
H -3.1659 1.2205 1.8004 -0.04 -0.45 0.38 0.5349
H -1.5244 1.7191 1.5437 0.07 -0.21 -0.47 0.2389
H -2.4624 2.5435 2.6832 -0.12 -0.11 0.79 0.2726
H 0.0598 2.7425 2.9140 0.19 -0.01 0.06 0.1923
C 3.7556 1.5829 -0.8758 0.55 1.30 0.73 -1.6751
C 3.4685 0.1662 -0.3048 -0.48 0.01 -1.62 1.7549
C 2.7045 -0.4420 -1.5609 -1.26 0.23 1.37 -0.7135
C 2.4495 -1.9507 -1.4616 0.76 1.15 0.01 -0.5242
C 3.7874 -2.7159 -1.3267 -2.09 -0.11 -0.24 -1.5381
C 4.6213 -2.1748 -0.1702 -0.71 -0.15 -0.16 1.7882
N 4.6745 -0.6670 -0.2317 -0.01 0.12 1.00 0.1464
O 5.4692 -0.2541 0.8983 -0.38 0.20 -0.79 -0.4491
C 4.0760 -2.7117 1.1606 -0.45 0.12 0.47 -1.5160
C 5.9988 -2.6955 -0.3119 2.01 -0.97 -0.66 -2.0903
C 2.5911 0.3181 1.0484 0.99 -1.00 -0.60 -0.8401
H 4.3401 2.2266 -0.2186 0.44 -0.28 0.29 0.4533
H 2.8743 2.2086 -1.0168 -0.93 -0.48 0.39 0.0522
H 4.1683 1.7179 -1.8756 0.61 -0.99 0.06 0.4617
H 1.7516 0.0578 -1.3868 -0.51 0.06 -0.50 -0.2946
H 3.0588 -0.0521 -2.5151 0.55 -0.31 0.17 0.5575
H 1.8583 -2.3282 -2.2958 0.01 0.04 -0.07 0.4897
H 1.8157 -1.9458 -0.5749 0.04 -1.03 0.28 0.1544
H 4.2419 -2.7958 -2.3142 0.56 0.71 0.10 0.4169
H 3.4954 -3.7535 -1.1653 0.34 -0.16 0.55 0.5450
H 3.0858 -2.3067 1.3694 0.10 0.15 0.25 0.1984
H 3.9351 -3.7917 1.2024 0.21 -0.11 -0.61 0.4152
H 4.7699 -2.5179 1.9786 -0.17 0.44 0.00 0.3861
H 6.0238 -3.7748 -0.4620 -0.55 -0.27 0.49 0.4294
H 6.5087 -2.4309 -1.2383 -0.08 0.84 -0.02 0.4580
H 6.6606 -2.5068 0.5334 -0.14 0.21 -0.03 0.4167
H 3.2049 0.2876 1.9486 0.56 0.06 -0.25 0.4961
H 1.9689 -0.5660 1.1877 -0.37 0.09 -0.26 -0.2471
H 1.9933 1.2177 1.1944 -0.05 0.04 -0.73 0.0370
H 6.2584 0.0166 0.4234 0.48 0.15 0.34 0.3922
```
Positions in Å, forces in eV/Å.


Entry from the OMol25 dataset: 6 unconnected molecules or ions with the total composition C30H65N2O10 (the ωB97M-V functional and the def2-TZVPD basis).

Results
- Relative energy (zero: lowest compared OMol25 entry of this formula, charge and spin): 202.6 kcal per mole
- HOMO: -11.21 eV
- Frontier orbital gap: 6.333 eV
- E_LUMO: -4.9 eV
- Net charge: +1

Structure (XYZ):
```
107
Properties=species:S:1:pos:R:3:forces:R:3:mulliken_charge:R:1
C -3.0957 5.3729 -3.1875 0.19 0.22 -0.25 -0.9882
C -1.8805 4.3864 -2.8723 -0.79 1.95 -0.81 -0.0648
O -2.0664 3.7873 -1.5853 0.68 -0.90 -1.21 -0.2729
C -1.7354 2.4043 -1.5528 -0.38 -1.29 1.60 -0.4170
C -0.4426 2.0834 -0.6605 -1.12 1.06 -1.05 -0.1651
O -0.5414 0.6956 -0.2815 0.85 0.78 0.85 -0.2469
C 0.2589 0.3999 0.8897 -0.06 -0.30 -0.98 -0.8982
C 1.6915 0.0843 0.3474 1.56 -0.25 -0.02 0.7459
C 1.9952 -1.1907 -0.3187 1.63 2.44 0.42 -0.8708
C 3.3176 -1.4121 -0.8371 -1.23 -0.67 0.02 -0.5817
N 4.3517 -0.4892 -0.7548 -3.90 0.18 1.58 0.4886
O 5.5093 -0.8728 -1.3454 -1.50 -1.82 -0.33 -0.2551
N 6.6009 0.0128 -1.0840 2.75 2.06 0.93 0.2653
O 7.1878 -0.2733 -0.1309 -0.77 -0.16 -0.73 -0.1165
C 4.1064 0.6930 -0.1030 -1.09 1.20 0.60 -0.3194
C 2.7968 1.0447 0.4760 0.31 -2.35 -1.29 0.2033
O 2.6467 2.2677 1.1201 0.79 -1.88 -0.17 -0.4854
H -2.7225 6.3724 -3.5554 -0.24 -1.06 0.37 0.3072
H -3.7558 4.9715 -4.0087 0.56 0.27 1.05 0.2297
H -3.7030 5.5909 -2.2706 0.56 -0.42 -0.79 0.2683
H -0.9597 5.0335 -2.8876 -0.56 -0.89 0.16 0.2400
H -1.8426 3.6664 -3.7277 0.17 0.19 1.01 0.1771
H -2.5843 1.8911 -1.0070 0.86 0.42 -0.57 0.0967
H -1.6697 1.9029 -2.5516 0.07 0.71 0.64 0.2711
H -0.4704 2.7507 0.2391 0.01 -0.59 -0.66 0.2694
H 0.4565 2.3346 -1.2862 -0.38 -0.51 0.71 0.1815
H 0.2693 1.2610 1.6079 -0.02 -0.83 -0.60 0.3763
H -0.2259 -0.5101 1.3437 0.77 0.90 -0.31 0.3658
H 1.2058 -1.9663 -0.4148 0.91 0.54 -0.01 0.6040
H 3.5147 -2.3946 -1.3389 0.18 1.20 0.54 0.4423
H 4.8994 1.4686 -0.0104 -0.52 -0.85 -0.27 0.6886
H 3.2746 2.2223 1.8719 -0.48 0.54 -0.37 0.3795
C -2.9930 0.1869 3.8125 -0.19 0.05 -0.04 -0.7749
C -2.4803 1.6163 3.8428 -0.03 -0.14 0.01 -0.5971
O -2.4093 2.2185 2.5588 0.52 0.01 0.00 -0.3183
C -3.6295 2.3511 1.8560 -0.24 0.13 -0.20 0.0822
C -4.6491 3.2281 2.5609 -0.01 -0.10 0.25 -1.3469
H -2.4278 -0.4115 3.0934 0.04 0.01 0.06 0.1205
H -2.9041 -0.2714 4.7986 -0.01 -0.03 -0.06 0.4650
H -4.0437 0.1449 3.5182 0.02 -0.04 0.07 0.2324
H -1.4610 1.6166 4.2372 0.00 0.14 -0.14 0.3313
H -3.0775 2.2340 4.5216 -0.04 -0.05 -0.01 0.3772
H -4.0485 1.3643 1.6285 -0.06 -0.01 0.05 0.3094
H -3.3744 2.8090 0.8978 0.13 -0.02 0.09 0.0934
H -5.0106 2.7612 3.4797 -0.07 0.01 -0.05 0.3081
H -5.5109 3.4040 1.9145 0.06 -0.01 0.01 0.4165
H -4.2076 4.1888 2.8334 -0.01 -0.02 -0.10 0.3264
C -4.6860 -5.1510 6.1665 0.02 -0.11 -0.21 -1.0526
C -4.7373 -3.6690 5.8379 -0.04 -0.11 0.10 -0.3185
O -3.7071 -3.2495 4.9551 0.21 0.18 0.00 -0.3923
C -3.7008 -3.8433 3.6669 -0.08 0.05 -0.03 -0.3213
C -4.9554 -3.5521 2.8612 -0.17 -0.08 0.11 -1.0180
H -3.6895 -5.4346 6.5114 -0.05 0.06 0.06 0.2910
H -5.4110 -5.3933 6.9452 0.03 0.03 -0.03 0.3916
H -4.9168 -5.7642 5.2925 -0.06 -0.01 0.06 0.2581
H -4.5998 -3.0993 6.7593 0.12 0.09 -0.15 0.3248
H -5.7186 -3.3879 5.4403 -0.01 -0.07 -0.02 0.3103
H -3.5217 -4.9212 3.7441 -0.08 -0.02 -0.03 0.3535
H -2.8406 -3.4227 3.1402 0.04 0.06 0.20 0.2810
H -5.8306 -4.0397 3.2952 0.01 -0.02 -0.08 0.2915
H -4.8438 -3.9161 1.8378 0.00 0.02 0.04 0.3976
H -5.1567 -2.4789 2.8366 0.08 -0.02 -0.04 0.2142
C 7.3685 6.7453 -0.1657 0.21 -0.13 -0.04 -1.0641
C 6.4341 5.6963 0.4101 0.01 0.24 0.01 -0.3054
O 6.4582 4.4653 -0.3015 -0.24 -0.30 -0.07 -0.4084
C 7.7007 3.7805 -0.3300 0.03 -0.01 0.10 -0.3255
C 8.1963 3.3694 1.0465 0.05 0.18 0.06 -1.0733
H 7.1942 6.8702 -1.2362 -0.07 0.02 0.06 0.2976
H 7.2151 7.7046 0.3308 -0.01 -0.05 -0.01 0.3937
H 8.4160 6.4652 -0.0350 -0.02 0.08 0.05 0.2598
H 5.4082 6.0650 0.3464 0.00 -0.21 -0.08 0.3156
H 6.6397 5.5270 1.4728 0.07 0.01 -0.01 0.3118
H 8.4530 4.3737 -0.8591 0.04 -0.01 0.06 0.3741
H 7.5386 2.8804 -0.9292 -0.14 0.12 -0.09 0.2718
H 8.4690 4.2379 1.6484 0.05 -0.07 0.00 0.3394
H 9.0794 2.7335 0.9590 -0.04 0.02 0.00 0.3913
H 7.4193 2.8254 1.5902 0.03 -0.04 -0.03 0.2385
C -3.3454 -1.3863 -4.0788 0.15 -0.03 -0.19 -0.9644
C -4.4149 -0.3490 -4.3769 0.02 -0.07 0.06 -0.3240
O -3.8906 0.8874 -4.8335 0.05 0.21 0.17 -0.4086
C -3.1600 0.8527 -6.0496 -0.06 0.02 -0.12 -0.2409
C -3.9849 0.3937 -7.2393 -0.08 -0.21 0.06 -1.1920
H -2.5848 -0.9742 -3.4110 -0.08 0.00 0.05 0.1564
H -3.7888 -2.2658 -3.6085 0.00 0.04 -0.01 0.4000
H -2.8390 -1.7137 -4.9896 -0.04 -0.06 0.03 0.2898
H -4.9576 -0.1283 -3.4551 0.04 0.18 -0.10 0.3334
H -5.1520 -0.7372 -5.0879 0.05 -0.06 -0.01 0.3344
H -2.2574 0.2416 -5.9357 -0.02 -0.07 -0.05 0.3253
H -2.8215 1.8755 -6.2301 -0.07 0.00 0.19 0.3156
H -4.2621 -0.6589 -7.1510 0.04 0.01 -0.07 0.2711
H -3.4176 0.5129 -8.1644 -0.02 0.01 0.05 0.4070
H -4.9087 0.9708 -7.3126 0.09 0.05 -0.01 0.3070
C 1.1961 -6.9073 -1.4932 0.06 -0.09 0.22 -1.1634
C 2.1195 -5.7131 -1.6529 -0.11 -0.16 -0.13 -0.3325
O 2.1699 -4.8783 -0.5016 0.00 0.47 -0.05 -0.3246
C 2.6563 -5.4786 0.6920 0.13 -0.04 0.12 -0.3002
C 4.0905 -5.9662 0.5839 -0.04 -0.15 -0.20 -1.0960
H 0.2076 -6.5877 -1.1569 0.03 0.03 -0.09 0.3038
H 1.0917 -7.4367 -2.4414 0.01 0.04 0.03 0.3943
H 1.5796 -7.6153 -0.7558 0.00 -0.03 -0.08 0.2733
H 1.7476 -5.0873 -2.4678 0.04 0.12 0.16 0.3207
H 3.1281 -6.0309 -1.9382 -0.01 -0.06 0.04 0.3581
H 1.9887 -6.2841 1.0128 0.05 -0.04 -0.04 0.3111
H 2.6042 -4.7069 1.4638 -0.12 0.07 -0.14 0.3260
H 4.1749 -6.8095 -0.1043 0.03 -0.01 0.08 0.2833
H 4.4553 -6.2937 1.5589 -0.03 0.03 -0.04 0.3996
H 4.7411 -5.1719 0.2100 -0.01 0.01 0.08 0.2646
```
Positions in Å, forces in eV/Å.